DFT (ωB97M-V/def2-TZVPD) results for a molecular structure, C59H52N5O2P2RuS4Se.

Its expectation value of S² is 0.75. The value obtained for the energy relative to the best compared isomer or geometry (same formula, charge and spin) is 21.2 kcal/mol. The spin multiplicity is 2. The value obtained for the frontier orbital gap (alpha / beta) is 0.2088 / 0.2081 hartree.

XYZ file:
```
126
Properties=species:S:1:pos:R:3:forces:R:3:mulliken_charge:R:1
Ru -0.477824 -0.256981 0.367692 -0.686 -0.465 0.245 -0.382
S -0.236022 -1.060113 2.644609 0.287 -0.310 -0.431 -0.767
C -1.610214 -0.448421 3.376784 -0.030 0.238 0.107 -0.130
N -1.621390 -0.073102 4.651810 -0.017 -0.124 -0.110 0.338
C -2.841224 0.421642 5.279003 -0.033 0.039 0.017 -0.769
C -4.023005 -0.329421 4.730128 0.028 0.012 -0.026 -0.730
N -4.028832 -0.176728 3.280498 0.025 -0.127 -0.013 0.391
C -5.340527 -0.055174 2.641779 0.025 0.038 -0.012 -1.560
C -6.156621 -1.321974 2.744465 0.037 0.015 0.020 0.593
C -7.426242 -1.293207 3.305584 0.007 0.001 0.017 -0.446
C -8.185924 -2.452962 3.391643 -0.002 0.001 0.001 -0.615
C -7.675066 -3.651662 2.920817 0.011 -0.015 -0.007 -0.446
C -6.403380 -3.687750 2.361392 0.015 0.010 0.003 -0.608
C -5.648315 -2.529582 2.272920 -0.016 -0.019 -0.015 0.126
C -2.889041 -0.308490 2.590434 0.033 0.125 -0.032 0.207
S -2.821650 -0.338361 0.934181 0.149 0.057 -0.004 -0.108
C -0.429766 -0.094789 5.506660 0.034 0.087 0.026 -1.326
C -0.485698 -1.241506 6.486001 -0.010 -0.010 -0.016 0.664
C -0.404602 -2.558930 6.036053 -0.018 0.013 0.016 -0.037
C -0.494489 -3.610027 6.933890 0.008 0.000 -0.008 -0.829
C -0.661812 -3.358958 8.290592 -0.003 0.004 0.004 -0.399
C -0.737762 -2.052366 8.745196 0.004 0.000 -0.007 -0.681
C -0.652661 -0.998599 7.843627 0.024 0.004 0.009 -0.241
H -2.942400 1.493134 5.082413 0.042 0.013 0.025 0.319
H -2.754439 0.266804 6.353453 -0.008 -0.037 -0.002 0.485
H -4.952492 0.083800 5.118482 0.003 0.006 -0.004 0.537
H -3.979225 -1.387537 5.007111 -0.008 0.005 0.002 0.260
H -5.185978 0.235688 1.604668 0.017 -0.008 -0.004 0.549
H -5.864725 0.761913 3.141064 -0.006 0.016 -0.015 0.453
H -7.828088 -0.356451 3.675092 -0.001 0.000 -0.001 0.367
H -9.175291 -2.417301 3.828574 0.000 0.000 -0.001 0.374
H -8.265710 -4.556059 2.985907 0.003 0.000 0.000 0.394
H -5.998801 -4.617776 1.982978 -0.005 -0.012 0.003 0.479
H -4.665197 -2.561908 1.819310 0.063 0.001 -0.016 0.314
H -0.397914 0.858272 6.037663 -0.018 0.015 -0.024 0.466
H 0.444411 -0.146871 4.861858 -0.003 0.015 0.002 0.314
H -0.263512 -2.755919 4.980022 -0.005 0.000 -0.011 0.431
H -0.425050 -4.629282 6.576394 -0.002 -0.002 0.000 0.426
H -0.727561 -4.181735 8.990298 0.000 0.000 0.000 0.383
H -0.862276 -1.849553 9.800820 0.000 0.000 0.000 0.392
H -0.703898 0.023583 8.202238 -0.006 0.000 -0.005 0.409
C 1.002338 -3.107443 -1.056892 -0.052 -0.015 0.007 -2.643
N 2.130182 -2.369675 -1.598271 0.019 0.039 -0.027 1.513
C 2.724701 -1.444242 -0.655738 0.002 -0.008 0.041 -2.590
P 1.701915 0.044034 -0.282703 0.088 -0.030 0.046 2.428
C 2.827328 0.790171 0.946869 0.020 -0.009 -0.001 0.906
C 3.613505 1.902829 0.666391 -0.034 0.019 0.030 -0.577
C 4.474780 2.411725 1.629799 -0.009 -0.002 0.001 -0.759
C 4.566855 1.810030 2.873437 0.006 0.006 0.003 -0.670
C 3.795665 0.691267 3.157000 -0.010 0.003 0.003 -0.993
C 2.930658 0.188099 2.200527 0.031 -0.021 -0.023 -0.200
C 1.912597 1.088026 -1.752263 0.012 -0.009 -0.001 0.202
C 1.348666 2.364434 -1.715693 -0.029 -0.019 -0.020 -0.575
C 1.466219 3.209549 -2.805376 0.001 0.010 -0.005 -0.683
C 2.144589 2.788803 -3.942371 -0.004 0.000 -0.002 -0.959
C 2.709049 1.524315 -3.985781 -0.008 -0.014 0.001 -0.374
C 2.596314 0.675053 -2.892681 -0.013 0.008 0.003 -0.737
C 3.008507 -3.125472 -2.412312 0.015 0.041 -0.018 0.754
C 2.478045 -3.880476 -3.463846 -0.009 -0.033 0.016 0.125
C 3.299081 -4.609095 -4.305275 0.010 -0.003 0.008 -0.564
C 4.677203 -4.596367 -4.132407 -0.004 -0.001 -0.002 -0.785
C 5.211366 -3.851784 -3.095434 -0.005 0.004 0.000 -0.687
C 4.392412 -3.128788 -2.236382 0.015 -0.001 -0.003 -0.460
P -0.613023 -2.212621 -0.869035 0.156 0.305 0.142 3.764
C -1.491042 -3.701313 -0.242769 -0.047 0.018 -0.006 0.544
C -1.648920 -4.834310 -1.045756 -0.008 -0.023 0.002 -0.266
C -2.206342 -5.994232 -0.534409 0.014 0.001 -0.003 -0.879
C -2.606686 -6.047996 0.795124 -0.007 -0.006 0.015 -0.785
C -2.443225 -4.936597 1.605245 -0.045 0.011 -0.011 -0.707
C -1.890125 -3.771554 1.086298 -0.020 0.033 0.024 -0.685
C -1.251187 -2.050974 -2.572984 0.022 -0.047 -0.048 -1.647
C -2.489667 -2.454637 -2.885969 0.001 -0.008 0.003 -0.163
C -2.971834 -2.433206 -4.264284 -0.005 -0.012 0.013 -1.622
C -2.107410 -2.319406 -5.270340 0.001 -0.017 -0.014 -1.021
C -0.633643 -2.175918 -5.000503 0.034 -0.014 -0.037 1.142
C -0.400821 -1.429050 -3.669626 0.005 -0.003 -0.005 1.436
H 1.227707 -3.465834 -0.037962 0.000 -0.006 -0.001 0.370
H 0.821655 -3.991977 -1.662153 0.004 -0.003 0.010 0.988
H 3.659502 -1.053859 -1.052223 -0.002 0.002 0.009 0.900
H 2.953036 -1.924123 0.308677 0.016 -0.005 -0.004 0.480
H 3.546234 2.386811 -0.298184 0.013 0.003 -0.003 0.330
H 5.067152 3.289103 1.405312 0.000 -0.001 -0.003 0.427
H 5.231457 2.215543 3.625241 0.000 0.000 0.000 0.380
H 3.860153 0.217748 4.128532 0.003 -0.008 0.001 0.460
H 2.327588 -0.680180 2.434741 0.034 0.017 0.008 0.364
H 0.808378 2.693526 -0.835413 -0.005 0.000 -0.004 0.463
H 1.011514 4.190822 -2.768647 -0.002 -0.004 0.002 0.470
H 2.226060 3.445829 -4.799048 -0.001 0.000 0.002 0.378
H 3.229800 1.190453 -4.874663 0.002 -0.007 -0.001 0.535
H 3.032536 -0.313741 -2.955546 0.001 -0.020 -0.010 0.163
H 1.409031 -3.876057 -3.636037 0.013 -0.015 0.009 -0.210
H 2.857719 -5.178092 -5.114235 -0.002 -0.001 -0.002 0.432
H 5.320426 -5.157854 -4.796042 -0.001 0.000 0.000 0.407
H 6.281949 -3.834599 -2.936175 -0.001 0.001 0.001 0.408
H 4.849568 -2.585549 -1.422135 -0.001 -0.006 -0.008 0.399
H -1.347426 -4.807225 -2.085769 -0.003 -0.002 0.010 0.304
H -2.324358 -6.859758 -1.173483 -0.002 -0.002 0.001 0.468
H -3.037441 -6.957103 1.195693 0.000 0.008 -0.003 0.403
H -2.745217 -4.970149 2.645162 0.003 -0.003 0.001 0.552
H -1.744985 -2.912677 1.725740 -0.039 0.011 -0.014 0.310
H -3.151999 -2.852936 -2.125790 0.013 0.003 -0.011 0.677
H -4.027427 -2.580548 -4.451820 -0.002 0.008 0.001 0.435
H -2.439422 -2.394039 -6.299218 -0.009 0.020 0.003 0.643
H -0.222174 -3.191958 -4.885960 -0.025 0.002 0.017 0.553
H 0.659288 -1.479424 -3.418018 0.005 0.015 0.005 -0.934
S 0.677542 3.526782 3.110037 -0.030 0.051 0.096 -0.427
C 0.132125 2.385032 2.093205 -0.033 -0.172 0.049 0.572
N -0.250558 1.532671 1.391056 -0.079 0.244 -0.091 -0.821
Se -2.716598 3.313699 -1.633554 -0.093 0.148 -0.014 -0.163
C -1.811833 1.837255 -1.349281 0.201 -0.315 -0.265 -0.122
N -1.182256 0.851035 -1.225263 -0.072 0.155 0.145 -0.102
O 1.959442 1.196177 -10.023389 0.005 0.008 0.001 -0.480
C 2.561560 0.608151 -8.964871 0.016 -0.001 -0.005 0.651
O 3.751789 0.675325 -8.842307 -0.012 0.000 0.002 -0.559
C 1.676472 -0.112839 -7.996976 -0.016 0.008 -0.002 1.111
C 0.312403 0.129609 -7.880698 0.002 0.004 -0.009 -1.316
C -0.446884 -0.556407 -6.944670 0.005 -0.002 0.020 -0.549
C 0.145048 -1.495953 -6.106477 -0.022 0.011 -0.002 -0.259
S -0.850467 0.319400 -3.948569 0.016 0.074 0.197 0.048
C 1.511321 -1.736500 -6.231643 0.024 -0.007 0.011 0.083
C 2.272060 -1.050788 -7.159399 0.002 -0.001 0.001 -1.171
H 1.020928 0.977645 -10.038580 -0.009 -0.006 0.000 0.300
H -0.178054 0.889446 -8.479450 0.004 -0.001 -0.002 0.239
H -1.499868 -0.328844 -6.841463 -0.004 -0.002 -0.010 0.507
H 1.989343 -2.458448 -5.580508 0.001 0.010 -0.009 0.050
H 3.336190 -1.225094 -7.248428 -0.003 0.000 0.003 0.474
```
Positions in Å, forces in eV/Å.